Run P
This record from the OMol25 dataset describes the molecule C19H25NO5. The level of theory is ωB97M-V/def2-TZVPD.

The SMILES is COc1cc(CNCc2ccc(OC)c(OC)c2OC)cc(OC)c1. Its LUMO energy is 0.8 eV.

```
50
Properties=species:S:1:pos:R:3:mulliken_charge:R:1
C 4.48354 1.21584 -1.54059 -0.823
O 3.54616 1.75050 -0.63969 -0.476
C 2.76186 0.88845 0.06905 0.150
C 2.83768 -0.49346 -0.00025 -0.586
C 1.97535 -1.27564 0.76004 0.435
C 2.01465 -2.78244 0.63528 -1.512
N 0.78690 -3.41143 0.18336 -0.221
C 0.31803 -2.99856 -1.12901 -1.473
C -0.24752 -1.59722 -1.20392 0.771
C 0.38347 -0.60374 -1.92596 -0.582
C -0.12273 0.68080 -1.96165 -0.684
C -1.28514 0.98129 -1.27444 0.591
O -1.76248 2.28008 -1.32905 -0.496
C -2.96889 2.42911 -2.05424 -0.802
C -1.94719 -0.00303 -0.52593 0.909
O -3.13255 0.29901 0.12900 -0.563
C -3.02165 1.24321 1.18004 -0.801
C -1.42215 -1.30013 -0.49048 0.312
O -1.94136 -2.36511 0.18415 -0.495
C -3.10036 -2.25793 0.97880 -0.928
C 1.05940 -0.67206 1.60016 -0.323
C 0.97758 0.71815 1.67218 0.483
O 0.03512 1.21844 2.52342 -0.460
C -0.06300 2.61761 2.65130 -0.985
C 1.82618 1.49621 0.90496 -0.049
H 5.23353 0.60461 -1.02788 0.333
H 4.97323 2.07298 -2.00063 0.273
H 3.99743 0.61752 -2.31804 0.286
H 3.55246 -0.98143 -0.64375 0.399
H 2.25450 -3.22282 1.60888 0.373
H 2.80369 -3.06891 -0.06734 0.369
H 0.04073 -3.26154 0.85363 0.322
H -0.46318 -3.71030 -1.41538 0.396
H 1.15181 -3.09486 -1.82901 0.410
H 1.28079 -0.84170 -2.47661 0.294
H 0.36600 1.46335 -2.51988 0.410
H -3.77430 1.82045 -1.63485 0.278
H -2.82453 2.15473 -3.10495 0.324
H -3.23213 3.48357 -1.98685 0.295
H -2.31905 0.89472 1.94319 0.259
H -4.02048 1.32583 1.60685 0.349
H -2.69566 2.21968 0.81558 0.312
H -3.28643 -3.27069 1.33900 0.314
H -2.94524 -1.59574 1.83469 0.279
H -3.95908 -1.91036 0.40239 0.314
H 0.39099 -1.26109 2.20920 0.476
H -0.85590 2.79509 3.37685 0.241
H -0.32814 3.08740 1.69929 0.329
H 0.87127 3.04934 3.02306 0.432
H 1.79676 2.57223 0.91603 0.543
```

=====

Run Q
This record from the OMol25 dataset describes the molecule C19H25NO5. The level of theory is ωB97M-V/def2-TZVPD.

The SMILES is O=C(O)CC1(CC(=O)Nc2ccc3c(c2)OCCCO3)CCCCC1. Its LUMO energy is 0.5 eV.

```
50
Properties=species:S:1:pos:R:3:mulliken_charge:R:1
O -1.50523 -2.52353 0.68509 -0.677
C -2.56243 -2.60355 0.10708 0.593
O -2.76982 -3.50332 -0.85360 -0.473
C -3.78006 -1.75558 0.35118 -1.469
C -3.51179 -0.23325 0.21446 2.380
C -2.66531 0.24184 1.42968 -1.360
C -1.36696 0.97860 1.12607 0.232
O -1.26831 2.18529 1.21237 -0.679
N -0.35446 0.13435 0.80192 0.215
C 0.95875 0.43452 0.44175 0.423
C 1.43851 1.73265 0.29870 -0.536
C 2.75492 1.92423 -0.06835 -0.612
C 3.61767 0.86285 -0.30845 0.627
C 3.13899 -0.44650 -0.16804 0.142
C 1.81461 -0.63588 0.20838 -0.826
O 3.84989 -1.59540 -0.37042 -0.467
C 5.24601 -1.50553 -0.58071 -0.486
C 5.93848 -0.67099 0.49627 -0.665
C 5.95842 0.81267 0.09375 -0.470
O 4.89491 1.16587 -0.76123 -0.528
C -2.86804 0.00625 -1.16401 -1.487
C -2.83101 1.47231 -1.59391 -0.451
C -4.21940 2.09665 -1.53058 -0.899
C -4.77216 1.94840 -0.11884 -0.531
C -4.88098 0.46941 0.23775 -1.807
H -1.97882 -4.04713 -1.00194 0.386
H -4.14664 -1.96636 1.35839 0.505
H -4.54164 -2.06709 -0.36454 0.432
H -3.26661 0.92110 2.03528 0.502
H -2.40915 -0.61860 2.04826 0.497
H -0.56512 -0.85890 0.83632 0.106
H 0.78957 2.57181 0.47945 0.544
H 3.14478 2.92271 -0.19262 0.420
H 1.46071 -1.65071 0.31052 0.510
H 5.45732 -1.09480 -1.57629 0.309
H 5.58636 -2.54344 -0.54654 0.346
H 5.39110 -0.80412 1.43217 0.308
H 6.95979 -1.01900 0.64777 0.401
H 5.95462 1.44834 0.99162 0.295
H 6.85558 1.03754 -0.48920 0.338
H -1.85494 -0.40042 -1.18502 0.396
H -3.45758 -0.54838 -1.90072 0.577
H -2.16078 2.03998 -0.95186 0.129
H -2.43894 1.52805 -2.61189 0.409
H -4.16274 3.15134 -1.80357 0.417
H -4.88539 1.59942 -2.24098 0.340
H -4.10534 2.45796 0.57771 0.319
H -5.75798 2.41210 -0.04588 0.433
H -5.53952 -0.01111 -0.49039 0.441
H -5.33677 0.34940 1.22331 0.451
```

=====

What are the relative energies? In hartree: run P 0.1260; run Q 0.0000.

=====

Run P
This record from the OMol25 dataset describes a cluster of 2 separate species, C7H14N2O2S in total. The level of theory is ωB97M-V/def2-TZVPD.

Its LUMO energy is -0.2 eV.

```
26
Properties=species:S:1:pos:R:3:mulliken_charge:R:1
C -0.70502 -1.73553 0.79849 -0.796
C -2.07916 -1.29909 0.82726 -0.646
C -1.14820 1.63228 1.36761 -0.864
C -0.91996 2.02930 -0.08094 -0.295
C -1.07543 -0.66412 -0.13061 1.506
C -0.74405 0.64874 0.29627 -0.045
C -1.03103 -0.94111 -1.63856 -1.800
N 3.80131 0.30907 -0.48143 -0.611
N 1.55875 0.80849 0.72690 -0.593
O 1.99828 -1.41712 -0.18108 -0.662
O 1.58708 0.47829 -1.66062 -0.654
S 2.18874 -0.05453 -0.47467 1.255
H -0.23253 -1.37995 1.64620 0.275
H -0.39251 -2.63419 0.34199 0.305
H -2.77804 -1.82432 0.16564 0.261
H -2.58877 -0.58926 1.39776 0.302
H -0.50089 1.94529 2.22644 0.202
H -2.12979 1.59359 1.72149 0.385
H -1.82773 2.37433 -0.61331 0.287
H 0.02374 2.60990 -0.18711 0.214
H -0.26148 -1.64493 -1.84528 0.407
H -0.74218 -0.10493 -2.25312 0.345
H -1.96141 -1.30714 -1.96600 0.511
H 3.86067 1.02460 -1.13736 0.262
H 4.30971 -0.52539 -0.56833 0.282
H 1.78988 0.66771 1.70237 0.166
```

=====

Run Q
This record from the OMol25 dataset describes the molecule C7H14N2O2S. The level of theory is ωB97M-V/def2-TZVPD.

The SMILES is OCCN1CCN(CCO)C1=S. Its LUMO energy is 0.5 eV.

```
26
Properties=species:S:1:pos:R:3:mulliken_charge:R:1
O -3.32021 -1.19340 0.72870 -0.512
C -3.35281 0.13686 0.12706 -0.097
C -2.29375 0.34105 -0.93686 -1.278
N -0.98387 0.80959 -0.51079 0.202
C -0.62305 2.17228 -0.11800 -0.371
C 0.83265 2.02633 0.20871 -0.693
N 1.07128 0.52649 0.27549 0.177
C 2.30773 0.06359 1.00324 -1.026
C 3.48636 0.06242 -0.01920 -0.084
O 3.33354 -1.19055 -0.85313 -0.519
C -0.08950 -0.16131 -0.01987 0.355
S -0.19616 -1.74641 0.01300 -0.419
H -2.48648 -1.62386 0.44179 0.268
H -3.06464 0.95955 0.94583 0.115
H -4.30859 0.37532 -0.22601 0.394
H -2.88584 0.95692 -1.69860 0.358
H -2.26565 -0.67589 -1.49055 0.495
H -0.98456 2.65488 0.78680 0.265
H -0.67310 2.95599 -0.95005 0.222
H 0.97823 2.52097 1.21094 0.298
H 1.62138 2.48090 -0.45043 0.296
H 2.38394 0.68319 1.98169 0.348
H 2.17329 -0.95746 1.41054 0.410
H 3.37686 1.05720 -0.53414 0.149
H 4.49420 -0.00970 0.40258 0.322
H 2.45522 -1.56378 -0.86635 0.325
```

=====

What are the relative energies? In hartree: run P 0.1252; run Q 0.0000.

=====

Run P
This record from the OMol25 dataset describes a cluster of 2 separate species, C4H7ClS in total. The level of theory is ωB97M-V/def2-TZVPD.

Its LUMO energy (spin up / spin down) is 0.0 / -0.1 eV.

```
13
Properties=species:S:1:pos:R:3:mulliken_charge:R:1
C -1.11381 -0.42330 0.98660 -0.654
C -0.43248 0.40506 0.05811 0.497
C -0.20042 1.80469 0.30406 -1.053
C 1.89494 -1.54159 -1.28506 -0.479
S -1.51839 -0.56882 -0.86137 -0.198
Cl 0.47963 -2.22354 -1.92097 -0.065
H -0.84897 -1.43719 1.38831 0.217
H -1.96977 -0.10117 1.65266 0.244
H -0.98394 2.20013 0.84638 0.429
H -0.27809 2.41180 -0.66719 0.266
H 0.75202 1.91729 1.00781 0.247
H 2.35352 -1.94319 -0.30780 0.251
H 1.86575 -0.50017 -1.20153 0.294
```

=====

Run Q
This record from the OMol25 dataset describes the molecule C4H7ClS. The level of theory is ωB97M-V/def2-TZVPD.

The SMILES is C/C(Cl)=C/CS. Its LUMO energy is 0.8 eV.

```
13
Properties=species:S:1:pos:R:3:mulliken_charge:R:1
C 2.24290 0.11352 0.08166 -1.185
C 0.86712 0.17544 -0.34934 0.676
Cl 0.65001 0.91543 -1.94032 -0.229
C -0.20358 -0.07279 0.44259 -0.586
C -1.62309 0.14246 0.13173 -0.502
S -2.47257 -1.45703 -0.22235 -0.219
H 2.45433 -0.65187 0.85879 0.311
H 2.62772 1.11114 0.38437 0.274
H 2.95026 -0.12710 -0.68170 0.389
H 0.04180 -0.63592 1.32739 0.321
H -2.14245 0.65254 0.98971 0.308
H -1.69233 0.74687 -0.75712 0.321
H -3.70011 -0.91269 -0.26541 0.122
```

=====

What are the relative energies? In hartree: run P 0.1827; run Q 0.0000.

=====

Run P
This record from the OMol25 dataset describes the molecule C4H4FNS2. The level of theory is ωB97M-V/def2-TZVPD.

The SMILES is N#CC(=S)SCCF. Its LUMO energy is -1.6 eV.

```
12
Properties=species:S:1:pos:R:3:mulliken_charge:R:1
N -4.12375 -0.43140 0.49407 -0.296
C -3.10184 -0.14959 0.10629 0.063
C -1.75913 0.23252 -0.15512 0.366
S -1.29940 1.75263 -0.28028 -0.225
S -0.67009 -1.16126 -0.27361 -0.039
C 0.95074 -0.45908 -0.59668 -0.600
C 1.64137 0.20983 0.51975 -0.198
F 2.98982 0.30735 0.21342 -0.288
H 1.47817 -1.39011 -0.77975 0.338
H 0.99887 0.18813 -1.46218 0.393
H 1.26107 1.23199 0.74957 0.206
H 1.63417 -0.33102 1.46454 0.279
```

=====

Run Q
This record from the OMol25 dataset describes the molecule C4H4FNS2. The level of theory is ωB97M-V/def2-TZVPD.

The SMILES is N#CC(=S)[C@@H](F)CS. Its LUMO energy is -1.9 eV.

```
12
Properties=species:S:1:pos:R:3:mulliken_charge:R:1
N -1.41253 -2.76325 -0.59381 -0.374
C -1.26766 -1.67817 -0.13551 0.203
C -1.09081 -0.35688 0.38195 -0.004
S -1.90446 0.17989 1.67409 -0.121
C -0.04477 0.44561 -0.39379 0.291
F -0.01565 1.72250 0.06161 -0.301
C 1.33933 -0.17445 -0.19598 -0.722
S 2.57124 0.80269 -1.14820 -0.198
H -0.35606 0.37904 -1.46493 0.305
H 1.32739 -1.19090 -0.58728 0.419
H 1.53646 -0.25570 0.90607 0.366
H 3.23579 -0.23001 -1.60595 0.135
```

=====

What are the relative energies? In hartree: run P 0.0000; run Q 0.0063.

=====

Run P
This record from the OMol25 dataset describes a cluster of 2 separate species, CH5BOS in total. The level of theory is ωB97M-V/def2-TZVPD.

The SMILES is CB=O.S. Its LUMO energy is 0.3 eV.

```
9
Properties=species:S:1:pos:R:3:mulliken_charge:R:1
C -1.47844 -0.00772 0.76692 -0.765
B -0.80370 -0.91939 -0.35522 0.502
O -0.23321 -1.47270 -1.29196 -0.552
H -1.86858 -0.65374 1.45789 0.293
H -0.74901 0.77696 1.22126 0.232
H -2.32436 0.55838 0.43246 0.307
S 2.99850 0.71186 -0.51278 -0.245
H 1.79696 0.67367 0.02982 0.071
H 2.66185 0.33269 -1.74840 0.157
```

=====

Run Q
This record from the OMol25 dataset describes a cluster of 2 separate species, CH5BOS in total. The level of theory is ωB97M-V/def2-TZVPD.

Its LUMO energy is -0.4 eV.

```
9
Properties=species:S:1:pos:R:3:mulliken_charge:R:1
B -0.10588 0.04220 -0.03103 0.386
C 0.66384 1.36020 0.52042 -0.720
O -1.02357 0.16225 -0.93393 -0.361
S -0.63859 -2.65818 -0.08074 -0.552
H 1.52750 1.27265 1.23723 0.270
H 1.05423 1.93484 -0.35534 0.267
H -0.16984 1.81565 1.09874 0.252
H -1.80023 -0.42977 -1.22944 0.370
H 0.49255 -3.49983 -0.22592 0.089
```

=====

What are the relative energies? In hartree: run P 0.0000; run Q 0.0741.

=====

Run P
This record from the OMol25 dataset describes the molecule C3H4N2S2. The level of theory is ωB97M-V/def2-TZVPD.

Its LUMO energy (spin up / spin down) is -1.4 / -1.4 eV.

```
11
Properties=species:S:1:pos:R:3:mulliken_charge:R:1
C -0.02210 -0.07877 -0.11313 0.631
C 0.42613 -2.44075 -0.51035 0.354
C -0.21607 1.31433 0.24817 -1.066
N 0.47566 -1.14908 -0.12077 -0.022
N 1.39138 -3.22965 -0.44510 -0.553
S -1.18615 -4.66772 -1.48112 -0.469
S -1.32033 -2.75883 -1.13310 -0.124
H -1.02839 1.73012 -0.26910 0.354
H 0.88799 1.74869 0.32112 0.291
H -0.65163 1.34292 1.22368 0.319
H 1.27756 -4.12169 -0.93693 0.285
```

=====

Run Q
This record from the OMol25 dataset describes the molecule C3H4N2S2. The level of theory is ωB97M-V/def2-TZVPD.

The SMILES is CC1=NSC=NS1. Its LUMO energy is 0.3 eV.

```
11
Properties=species:S:1:pos:R:3:mulliken_charge:R:1
C 1.91355 -0.60739 0.03813 -0.966
C 0.45381 -0.25144 -0.23726 0.602
N -0.42022 -1.19407 -0.13902 -0.438
S -2.07529 -0.87307 -0.49426 -0.049
C -2.23908 0.78551 0.19139 0.005
N -1.38219 1.70239 0.16469 -0.368
S 0.13592 1.43639 -0.62251 -0.031
H 2.58308 -0.28081 -0.77804 0.311
H 1.96468 -1.66373 0.24101 0.301
H 2.27515 -0.06224 0.96604 0.260
H -3.20941 1.00845 0.66984 0.373
```

=====

What are the relative energies? In hartree: run P 0.0899; run Q 0.0000.